(1)
8
Properties=species:S:1:pos:R:3:forces:R:3:mulliken_charge:R:1 method="wB97M-V/def2-TZVPD" total_charge=0
C 1.513964 0.264822 -0.152347 -0.18 1.13 0.99 -0.326
N 0.338605 -0.195100 0.211937 3.25 -2.69 -2.55 0.399
N -0.776207 0.371367 0.230662 -2.43 2.70 0.56 -0.738
O -3.291902 0.431825 0.007918 -0.13 -0.17 0.01 -0.411
P -2.157301 -0.504577 0.029604 -0.11 -0.11 0.09 0.231
H 1.755004 1.357120 -0.291670 -0.73 -1.43 0.25 0.276
H 2.288835 -0.479053 -0.134245 0.24 0.00 -0.16 0.256
H 0.329004 -1.246405 0.098144 0.10 0.56 0.80 0.313


(2)
8
Properties=species:S:1:pos:R:3:forces:R:3:mulliken_charge:R:1 method="wB97M-V/def2-TZVPD" total_charge=0
C -1.176557 0.391558 0.009891 -0.66 0.61 -0.85 0.473
N 1.275282 -0.945677 0.001921 1.09 1.78 -5.64 0.007
N 1.452037 0.264368 0.047912 0.25 -1.43 1.37 -0.518
N -1.308471 1.531964 0.201746 -0.27 2.45 0.81 -0.261
O -1.116285 -0.700431 -0.375119 -0.56 -1.86 0.01 -0.486
H 1.050223 -1.648812 0.644648 -0.36 -0.85 2.48 0.223
H 1.197706 -1.394785 -1.016410 0.27 0.45 1.93 0.271
H -1.373935 2.501813 0.485413 0.24 -1.15 -0.10 0.291


(3)
9
Properties=species:S:1:pos:R:3:forces:R:3:mulliken_charge:R:1 method="wB97M-V/def2-TZVPD" total_charge=0
H 0.553638 2.480842 -0.030185 0.69 0.05 0.00 0.232
N 0.199502 1.526932 -0.033314 4.04 -3.72 -0.04 -0.526
N 1.543951 0.621691 -0.037682 -5.06 5.16 0.06 0.597
O 2.641165 1.112167 -0.024289 0.36 -0.49 -0.01 -0.457
C 1.266350 -0.823612 -0.025571 0.34 -0.91 -0.01 0.413
N -0.041235 -1.049483 -0.096419 -0.56 0.03 -0.04 -0.287
O 2.181021 -1.590071 0.034563 0.06 0.01 0.01 -0.492
H -0.642125 -0.233698 -0.122575 -0.08 -0.27 0.00 0.321
H -0.400318 -1.990373 -0.092816 0.20 0.12 0.02 0.199


(4)
10
Properties=species:S:1:pos:R:3:forces:R:3:mulliken_charge:R:1 method="wB97M-V/def2-TZVPD" total_charge=0
H -1.849733 1.639672 -1.073979 -0.71 -0.11 -0.43 0.257
N -1.245407 1.407656 -0.307327 1.03 1.95 0.88 -0.750
N -1.174654 0.190764 -0.188488 0.47 -1.42 0.98 0.969
O -1.808510 -0.639982 -0.804572 -0.69 -1.44 -0.71 -0.623
C -0.144932 -0.340476 0.816518 1.03 -0.17 0.03 -0.374
S 1.395442 0.592542 0.431031 -0.48 0.63 0.92 0.123
N 2.055654 -0.673450 -0.407034 2.17 -1.99 -2.08 0.115
O 3.118223 -0.584624 -1.019558 -2.01 0.62 1.54 -0.378
H -0.440872 -0.133598 1.867276 -0.10 0.06 -0.92 0.332
H 0.094792 -1.458502 0.686130 -0.72 1.88 -0.21 0.328


(5)
10
Properties=species:S:1:pos:R:3:forces:R:3:mulliken_charge:R:1 method="wB97M-V/def2-TZVPD" total_charge=0
C 1.488442 1.741116 0.020006 -3.71 -3.01 -0.93 -0.063
N 2.282247 2.516685 0.287596 1.00 0.93 0.30 -0.333
N -1.684992 0.001157 0.419510 0.52 0.38 -0.50 -0.357
N 0.711459 -1.287801 -0.053449 0.60 -0.60 0.09 0.877
O 1.629068 -1.568309 -0.804101 -0.22 0.10 -0.02 -0.527
O 0.440777 -1.890560 0.971374 -0.14 0.09 0.00 -0.567
Si -0.284225 0.167998 -0.508790 1.78 1.82 1.32 0.467
H -1.709985 -0.600509 1.231376 0.25 0.06 0.01 0.280
H -2.470023 0.631409 0.378096 0.01 0.02 -0.07 0.245
H -0.402767 0.288812 -1.941618 -0.10 0.21 -0.20 -0.022


(6)
9
Properties=species:S:1:pos:R:3:forces:R:3:mulliken_charge:R:1 method="wB97M-V/def2-TZVPD" total_charge=0
C -0.203959 -0.861426 -0.187010 3.51 3.48 -0.48 -0.482
N 0.809962 0.903635 1.066150 -0.36 4.49 -6.00 -0.313
N 0.679787 1.652790 -0.198124 0.44 -3.66 4.80 -0.258
N 0.348876 -0.273172 1.023062 1.12 -1.36 2.44 0.141
O -1.456556 1.234722 -1.568961 -1.24 0.46 -0.15 -0.528
S -0.135844 0.692225 -1.370686 0.73 -0.44 0.88 0.473
H 0.457352 -1.448312 -0.785943 0.64 -0.93 0.39 0.280
H -1.097696 -1.246823 0.027630 -3.65 -1.61 0.29 0.369
H 0.598077 -0.653640 1.993881 -1.18 -0.43 -2.17 0.317


(7)
8
Properties=species:S:1:pos:R:3:forces:R:3:mulliken_charge:R:1 method="wB97M-V/def2-TZVPD" total_charge=0
N 1.657254 0.675289 0.111656 0.78 -0.02 0.43 -0.303
N 0.464840 0.489772 -0.386718 -1.70 -0.17 -0.51 0.025
N -0.174527 -0.462868 0.092531 -1.17 -0.95 0.12 -0.224
C -1.598045 -0.759612 -0.192871 2.16 1.87 0.65 -0.052
S -2.802522 0.252910 0.185028 0.42 -0.44 -0.32 -0.240
H 1.998564 0.147894 0.912289 -0.28 -0.01 -0.23 0.258
H 2.186356 1.451229 -0.250595 -0.25 -0.14 -0.01 0.230
H -1.731919 -1.794614 -0.471323 0.05 -0.14 -0.15 0.305


(8)
8
Properties=species:S:1:pos:R:3:forces:R:3:mulliken_charge:R:1 method="wB97M-V/def2-TZVPD" total_charge=0
N 1.968304 0.455504 2.890298 -0.33 -0.26 -0.43 -0.190
N 1.232601 -0.206436 2.359630 1.97 1.71 1.65 0.251
S 0.224309 -1.125867 1.686483 -1.48 -1.60 -0.42 -0.046
C -0.710038 0.456610 -1.584090 0.84 2.91 -0.57 -0.205
N -0.265889 -0.539562 -0.987098 0.82 0.08 0.09 -0.495
H -1.599473 0.922364 -2.014982 -1.36 -1.58 0.43 0.247
H -0.027265 1.330707 -1.718012 0.62 -0.93 -0.02 0.180
H -0.822550 -1.293320 -0.632229 -1.06 -0.34 -0.72 0.259


(9)
9
Properties=species:S:1:pos:R:3:forces:R:3:mulliken_charge:R:1 method="wB97M-V/def2-TZVPD" multiplicity=3 total_charge=-1 s_squared=2.010
C -1.697814 0.273881 0.171640 -2.38 -1.24 0.38 0.402
N -2.712200 0.844819 0.414145 1.22 0.66 0.47 -0.635
N 1.654736 0.367572 0.303116 3.23 -1.12 1.91 -0.353
N 0.859953 1.013175 -0.360892 -2.53 3.58 -0.54 -0.253
N -0.886612 -0.511469 -0.426339 0.72 -1.38 -1.70 -0.521
O -0.202874 -1.555686 0.325239 0.03 -0.35 -0.41 -0.407
H 2.304394 -0.110870 -0.264034 1.13 -1.40 -0.32 0.179
H 0.347471 -2.002274 -0.375072 -1.08 1.09 0.99 0.345
H 0.332945 1.680848 0.212200 -0.35 0.17 -0.79 0.243


(10)
9
Properties=species:S:1:pos:R:3:forces:R:3:mulliken_charge:R:1 method="wB97M-V/def2-TZVPD" total_charge=+1
C 3.098170 0.187277 -0.047690 0.07 0.98 -0.19 0.575
N -2.056666 1.486691 -0.124577 -0.53 2.10 -1.53 -0.473
N -0.288260 0.111114 -0.052220 0.53 -0.38 0.21 -0.408
N -1.160536 0.832088 0.051140 1.73 -1.68 -0.65 1.017
N 2.151243 -0.513622 -0.239467 -2.58 -2.60 -0.74 -0.480
O 3.710038 1.126213 0.075121 2.41 1.64 0.57 -0.229
H -2.947731 1.611139 0.198555 -2.71 0.48 1.53 0.325
H 0.767612 0.232828 -0.324520 0.61 -0.86 0.68 0.418
H 2.044573 -1.518160 -0.341454 0.47 0.33 0.12 0.253


(11)
9
Properties=species:S:1:pos:R:3:forces:R:3:mulliken_charge:R:1 method="wB97M-V/def2-TZVPD" total_charge=0
H -2.296900 -0.519284 -0.384202 -0.89 -1.16 0.25 0.272
N -2.025204 0.367929 -0.018414 2.81 0.29 -0.48 -0.568
C -0.742107 0.313490 0.006408 -1.12 -0.11 -0.32 0.473
N 0.055270 1.510577 0.046972 1.53 -1.16 0.89 -0.078
N 1.268763 1.214043 0.035644 -0.72 -1.46 -1.26 -0.200
N 1.438176 -0.263377 -0.009356 0.50 1.74 0.76 -0.160
N 0.208909 -0.870297 0.026610 -2.49 1.53 2.14 -0.319
H 1.968589 -0.656374 -0.763572 0.68 0.77 -0.52 0.268
H 0.124504 -1.096705 1.059908 -0.30 -0.43 -1.48 0.311


(12)
10
Properties=species:S:1:pos:R:3:forces:R:3:mulliken_charge:R:1 method="wB97M-V/def2-TZVPD" total_charge=0
C -0.381232 -0.013167 -0.591118 -1.53 -2.46 -4.04 0.504
H 1.504907 -0.664835 -0.511506 1.94 3.84 2.35 0.352
H -0.201651 0.994313 2.061092 -1.11 -1.25 1.00 0.330
H 0.787857 -0.375799 -2.345937 -2.81 -0.50 2.59 0.296
N 0.350155 0.694750 0.340994 1.32 -1.49 -0.73 -0.027
N -0.291180 0.087413 1.563431 0.40 2.63 -0.96 -0.110
N -1.648672 -0.136400 1.132056 0.10 -0.36 1.58 -0.190
N -1.756100 -0.351781 -0.075307 2.78 1.67 0.70 -0.091
N -0.149176 -0.630367 -1.720016 3.12 2.18 -0.32 -0.630
O 1.785091 0.395872 0.146310 -4.21 -4.26 -2.18 -0.435


The following energy values (in Ha) correspond, in order, to the records above: -565.9397, -279.2949, -354.5197, -752.6495, -644.0411, -677.4488, -602.2698, -602.2653, -333.9472, -333.7620, -313.5769, -388.6846.